(1)
Here is C10H20MoN2OP as an isolated structure from the OMol25 dataset. Energies are from ωB97M-V/def2-TZVPD.

Its spin multiplicity is 3. The HOMO energy (alpha / beta) is -11.28 / -11.34 eV. As for the LUMO energy (alpha / beta): -0.1616 / -0.1582 Eh. As for the calculated total energy: -986.88280 Eh. The calculation puts the largest force on an atom at 2.4 eV/A. Its orbital gap (alpha / beta) is 6.9 / 7.0 eV. Its charge is +1.

```
35
Properties=species:S:1:pos:R:3:mulliken_charge:R:1
C 2.10 -0.31 1.23 -0.987
C -0.22 -0.56 1.85 0.663
C -0.21 -0.99 -5.05 0.102
H 0.13 3.38 -2.04 0.127
H 2.05 1.05 3.53 0.329
H -0.01 -2.54 -3.57 0.380
H -0.86 -1.01 -1.67 0.550
H -2.34 -0.21 4.44 0.307
C 0.10 0.31 -5.47 -0.383
C 1.59 0.05 3.55 -0.903
O -0.46 -0.87 0.66 -0.725
H -0.74 -0.91 4.68 0.381
N 1.08 -0.31 2.25 0.173
H 0.83 2.30 -5.03 0.487
H 2.65 0.64 1.24 0.343
H 2.85 -1.09 1.46 0.363
H 0.82 0.04 4.31 0.279
H -3.36 -0.44 2.76 0.303
H -2.68 0.02 1.17 0.200
H -0.90 1.73 -0.95 0.111
P 0.37 2.06 -1.56 -0.027
H -0.08 0.56 -6.52 0.339
H -2.67 -1.67 1.67 0.271
N -1.30 -0.45 2.69 0.096
H 2.38 -0.66 3.84 0.313
H -0.92 0.85 4.31 0.391
H 1.10 2.50 -0.40 0.105
H 1.66 -0.48 0.25 0.116
C 0.65 1.31 -4.65 -0.362
C -0.08 -1.45 -3.71 -0.991
C -2.57 -0.65 2.04 -0.777
H -0.52 -1.72 -5.81 0.383
C -0.33 -0.68 -2.54 0.135
Mo 1.17 0.36 -3.07 0.008
C -1.31 -0.16 4.12 -1.099
```

***

(2)
Here is an isolated ion of composition C10H20N2 and charge +2 from the OMol25 dataset. Energies are from ωB97M-V/def2-TZVPD.

The HOMO energy is -17.24 eV. The relative energy (zero: lowest compared OMol25 entry of this formula, charge and spin) is 267.2 kJ/mol. As for the LUMO energy: -0.2903 Eh. As for the calculated total energy: -501.75117 Eh. The calculation puts the largest force on an atom at 5.1 eV/A. Its orbital gap is 9.3 eV. Its charge is +2. The SMILES is C=[N+]1C/C1=C(/C)[C@H](C)[C@@H](C)[NH2+]C.

```
32
Properties=species:S:1:pos:R:3:mulliken_charge:R:1
H -0.77 -0.73 -1.37 0.348
C -1.40 1.73 -1.26 -0.411
H -1.62 -1.26 0.00 0.522
H 1.84 0.30 2.51 0.351
C 1.86 -0.28 1.58 -1.347
N -1.56 2.54 -0.04 0.049
H 2.40 -1.22 1.58 0.410
H 0.27 -1.74 -2.89 0.300
H -1.47 -2.39 -1.31 0.304
H -0.15 -1.21 1.83 0.514
C 0.46 -1.80 -0.13 0.554
H -0.84 2.29 -2.11 0.289
H -2.04 3.52 1.55 0.190
N 1.57 -1.60 -1.15 -0.163
C 0.51 -0.80 1.07 -0.092
C -2.20 3.45 0.49 -0.002
H -1.03 0.59 2.90 0.447
H 0.56 1.47 2.76 0.302
C 1.33 -1.87 -2.57 -0.876
C -0.27 0.62 0.94 0.094
H 1.92 -1.19 -3.17 0.376
H -2.20 1.07 -1.70 0.257
H 1.66 -2.91 -2.71 0.345
C -0.96 -1.57 -0.70 -1.845
H -3.17 3.80 0.18 0.334
H -0.93 2.22 2.33 0.000
H 0.63 -2.90 0.18 0.388
C -0.81 1.37 -0.03 0.431
H 2.32 0.25 0.75 0.430
H 2.37 -2.21 -0.86 0.464
C -0.42 1.21 2.33 -1.340
H 2.13 -0.75 -0.97 0.375
```

***

(3)
Here is one molecule with the formula C10H20N2O2S from the OMol25 dataset. Energies are from ωB97M-V/def2-TZVPD.

The HOMO energy is -9.71 eV. The relative energy (zero: lowest compared OMol25 entry of this formula, charge and spin) is 302.6 kJ/mol. As for the LUMO energy: 0.0006 Eh. As for the calculated total energy: -1051.12624 Eh. The calculation puts the largest force on an atom at 4.3 eV/A. Its orbital gap is 9.7 eV. Its charge is 0. The SMILES is CCCC1=NS(=O)(=O)N[C@](C)(CCC)C1.

```
35
Properties=species:S:1:pos:R:3:mulliken_charge:R:1
C 1.90 2.60 1.73 -0.249
C -2.23 -1.25 -1.84 -0.365
H -0.59 -2.65 -1.39 0.468
C 0.23 0.04 -0.56 -1.676
H 1.47 1.85 2.47 0.337
H -2.30 -2.18 -3.63 0.326
C -3.02 -2.08 -2.81 -1.236
H 1.68 4.35 3.00 0.352
C 1.54 2.16 0.32 -0.723
H 0.56 2.55 0.06 0.309
H -1.79 -2.82 -0.33 0.516
H -0.97 0.47 1.48 0.268
H 0.43 4.24 1.75 0.382
H 3.02 2.56 1.74 0.245
C -0.44 -1.10 0.16 1.917
H 0.43 -2.86 0.90 0.329
H 2.02 4.83 1.39 0.348
C -1.29 -0.52 1.27 -1.540
C 1.47 4.09 1.94 -1.327
N 0.61 -1.93 0.78 -0.522
O 2.22 -2.33 -1.17 -0.602
H -0.48 0.91 -0.72 0.367
S 2.22 -1.80 0.20 1.040
H 0.57 -0.38 -1.50 0.606
C -1.31 -2.01 -0.89 -1.430
O 3.22 -2.47 1.10 -0.657
H -2.36 -0.59 0.99 0.340
C 1.42 0.65 0.22 0.625
H -3.93 -1.50 -3.13 0.318
H -3.39 -2.95 -2.23 0.296
H -1.14 -1.02 2.21 0.385
H -2.92 -0.74 -1.26 0.424
H 2.38 2.46 -0.27 0.409
H -1.70 -0.42 -2.35 0.317
N 2.45 -0.13 0.37 -0.599
```